Entry from the OMol25 dataset: a molecular structure, C30H32FeNO in a non-equilibrium geometry (the ωB97M-V functional and the def2-TZVPD basis).

Properties
highest occupied orbital energy (spin up / spin down) = -0.80 / -2.96 eV
net charge = -1
ΔE to the lowest compared entry with this formula, charge and spin = 53.55 kcal/mol
multiplicity = 5
orbital gap (spin up / spin down) = 3.4 / 5.2 eV

Element x y z (Å)
C 4.11 0.95 -0.99
C 3.30 2.02 -1.38
C 1.99 1.79 -1.80
C 1.45 0.47 -1.78
C 0.08 0.19 -2.10
C -0.91 1.17 -2.26
N -1.87 1.06 -3.25
C -1.58 0.12 -4.34
C -2.57 0.33 -5.48
O -3.92 0.31 -5.01
C -4.21 1.38 -4.11
C -3.23 1.49 -2.95
C -1.00 2.31 -1.31
C -0.60 2.10 0.02
C -0.60 3.12 0.96
C -1.01 4.40 0.58
C -1.38 4.65 -0.74
C -1.43 3.61 -1.67
C 2.32 -0.61 -1.46
C 3.62 -0.36 -1.04
H 5.14 1.14 -0.68
H 3.68 3.04 -1.38
H 1.36 2.62 -2.12
H -0.17 -0.86 -2.34
H -0.56 0.30 -4.69
H -1.62 -0.93 -3.98
H -2.31 1.28 -5.99
H -2.52 -0.52 -6.18
H -4.24 2.34 -4.66
H -5.20 1.14 -3.70
H -3.63 0.92 -2.09
H -3.24 2.53 -2.64
H -0.26 1.11 0.31
H -0.29 2.90 1.99
H -1.04 5.20 1.33
H -1.64 5.66 -1.06
H -1.74 3.82 -2.70
H 1.91 -1.62 -1.51
H 4.27 -1.20 -0.76
C -1.30 -0.87 1.53
C 0.13 -1.01 1.24
C 0.85 -2.13 1.69
C 2.28 -2.23 2.01
C 2.56 -3.57 2.44
C 1.31 -4.31 2.47
C 0.25 -3.43 2.08
Fe 1.21 -2.68 3.60
C 0.32 -3.24 5.27
C -0.21 -1.97 4.80
C 0.89 -1.03 4.69
C 2.11 -1.72 5.09
C 1.75 -3.09 5.45
H -1.41 -0.53 2.58
H -1.84 -0.17 0.89
H -1.80 -1.84 1.48
H 0.74 -0.19 0.86
H 2.99 -1.43 1.81
H 3.56 -3.96 2.62
H 1.21 -5.38 2.67
H -0.79 -3.67 1.88
H -0.28 -4.11 5.53
H -1.27 -1.74 4.67
H 0.79 0.03 4.47
H 3.09 -1.27 5.21
H 2.42 -3.83 5.89

Results of the Mulliken charge analysis, in e, for atoms 1 through 8: number 1, C, carries -0.552; number 2, C, carries -0.752; number 3, C, carries -0.074; number 4, C, carries 0.922; number 5, C, carries -1.150; number 6, C, carries 0.542; number 7, N, carries 0.424; number 8, C, carries -0.462